# C10H13NO3P

A structure of composition C10H13NO3P in a non-equilibrium geometry (the ωB97M-V functional and the def2-TZVPD basis, the Open Molecules 2025 dataset).

Positions of all 28 atoms, in Å:
C -0.93633 -3.47257 -0.72859
C -0.17933 -3.78415 0.39335
C -0.92574 -2.13866 -1.22687
C 0.48402 -2.80661 1.10861
C -0.20053 -1.16549 -0.55542
C 0.38626 -1.51912 0.65866
C -1.02622 1.19387 -1.10771
C -1.42584 1.93444 0.28416
C -1.90674 3.34536 0.21163
C 3.59198 0.83213 0.22067
N 0.04055 0.24505 -0.81782
O 1.09712 -0.49119 1.29734
O -0.09528 1.83883 1.08651
O 2.30727 1.57343 0.50885
P 0.93851 0.83218 0.50226
H -1.58077 -4.15005 -1.17918
H -0.29714 -4.71853 0.79979
H -1.43623 -2.07229 -2.14317
H 1.01854 -2.95453 1.99211
H -1.90664 0.90371 -1.64936
H -0.51738 1.81966 -1.70277
H -2.18218 1.41363 0.82873
H -3.05785 3.34518 -0.08019
H -1.44971 3.98638 -0.40536
H -1.96806 3.68360 1.20180
H 3.89512 0.37708 1.13882
H 4.03312 1.80370 -0.10696
H 3.29949 0.14496 -0.52988

Atomic forces in eV per Å
1.46 2.89 1.08
-1.00 1.41 -0.68
0.67 -1.42 0.72
-0.56 0.81 -0.89
-0.21 0.48 0.72
0.43 -0.96 -0.73
-1.06 0.06 3.35
1.51 -0.74 -1.80
-4.14 -2.54 0.70
-1.45 2.95 -0.10
0.46 -1.50 0.62
0.37 -0.29 0.19
-0.71 0.39 -0.65
-1.95 -1.02 0.14
-1.47 1.15 -0.18
-0.76 -1.31 -0.81
0.21 -2.26 0.82
-0.55 1.03 -1.01
0.69 -0.63 1.29
-0.19 -1.00 -0.02
1.14 3.20 -2.19
0.04 -0.95 0.56
2.30 -0.31 0.28
2.06 2.27 -2.22
0.23 0.88 1.43
0.58 -0.07 0.35
1.23 -1.80 0.01
0.65 -0.73 -0.96

As for the net charge: +1. The energy relative to the best compared isomer or geometry (same formula, charge and spin) is 0.00 kcal/mol. The total energy is -27495.8628 eV.